(1)
{"formula": "C4H8N2S2", "method": "wB97M-V/def2-TZVPD", "species": ["H", "S", "N", "C", "H", "C", "H", "H", "H", "C", "N", "H", "C", "H", "S", "H"], "positions_angstrom": [[2.395, -1.521, -1.090], [-0.843, 2.554, -0.422], [0.090, -0.750, -0.321], [-1.146, 1.142, 0.691], [0.285, 2.115, -0.973], [-1.024, -0.183, 0.007], [-0.465, 1.188, 1.549], [2.545, -1.671, 0.678], [1.256, 0.588, 0.651], [-2.212, -0.945, -0.398], [1.249, -0.130, -0.071], [3.311, -0.316, -0.165], [2.426, -0.951, -0.158], [-1.940, -1.853, -0.923], [-3.760, -0.553, -0.136], [-2.168, 1.286, 1.082]], "lumo_ha": -0.020, "orbital_gap_ev": 8.130, "spin_multiplicity": 1, "e_homo_ev": -8.7, "smiles": "CN/N=C(/C=S)CS"}

(2)
{"formula": "C4H8N2S2", "method": "wB97M-V/def2-TZVPD", "species": ["H", "H", "H", "H", "H", "C", "N", "S", "C", "H", "C", "H", "H", "N", "S", "C"], "positions_angstrom": [[1.846, 1.512, 1.716], [3.500, -1.286, -0.159], [-4.313, -0.210, 0.714], [2.351, -2.488, 0.644], [0.366, 1.902, 0.830], [0.188, -0.997, 0.362], [-2.069, -0.526, 0.476], [-3.446, 0.213, -0.264], [1.496, 1.820, 0.770], [0.081, -2.179, 0.548], [1.523, -0.755, -0.038], [-0.844, 0.590, -0.842], [2.313, 2.719, 0.641], [2.567, -1.692, -0.027], [2.055, 0.773, -0.558], [-0.963, -0.204, -0.109]], "lumo_ha": 0.020, "orbital_gap_ev": 8.278, "spin_multiplicity": 1, "e_homo_ev": -7.7, "smiles": "CS/C(N)=C\\C=N\\S"}

(3)
{"formula": "C4H8N3", "method": "wB97M-V/def2-TZVPD", "species": ["H", "H", "H", "C", "N", "N", "N", "C", "H", "C", "H", "H", "H", "C", "H"], "positions_angstrom": [[0.507, -1.632, 2.434], [-0.182, 0.811, 2.533], [-1.452, -0.176, 1.498], [-0.066, 0.571, -0.700], [0.412, -1.635, 0.263], [-0.210, 1.123, 0.519], [0.215, 0.763, -1.848], [-0.197, 0.568, -3.039], [0.585, 0.710, -3.709], [-0.414, 0.258, 1.629], [0.173, 2.079, 0.561], [-1.229, 0.473, -3.314], [-0.395, -2.254, 0.085], [0.592, -0.979, 1.416], [1.662, -0.682, 1.670]], "lumo_ha": [-0.205, -0.226], "orbital_gap_ev": [8.018, 7.972], "total_charge": 1, "spin_multiplicity": 1, "e_homo_ev": [-13.6, -14.1]}

(4)
{"formula": "C4H8N3", "method": "wB97M-V/def2-TZVPD", "species": ["N", "N", "C", "C", "H", "H", "H", "H", "N", "H", "H", "H", "C", "H", "C"], "positions_angstrom": [[-0.089, -0.674, -0.142], [0.946, -1.197, -0.102], [-1.896, 0.455, 0.209], [-0.323, 0.804, -0.030], [-1.893, -1.303, -0.965], [-2.535, 0.831, -0.597], [0.373, 1.226, 0.817], [-1.760, -1.766, 0.566], [2.634, 0.263, -0.435], [4.422, 0.628, 0.453], [-2.226, 0.712, 1.224], [-0.213, 1.184, -1.045], [-1.539, -1.018, -0.069], [3.443, -0.566, 1.222], [3.462, 0.125, 0.434]], "lumo_ha": [-0.228, -0.180], "orbital_gap_ev": [7.723, 10.154], "total_charge": 1, "spin_multiplicity": 1, "e_homo_ev": [-13.9, -15.1]}

(5)
{"formula": "C4H8N3", "method": "wB97M-V/def2-TZVPD", "species": ["H", "N", "H", "C", "N", "C", "C", "N", "H", "C", "H", "H", "H", "H", "H"], "positions_angstrom": [[-1.880, 2.228, -0.257], [-2.427, -0.432, 0.128], [0.207, -2.745, -0.075], [0.807, -1.873, -0.236], [1.215, 0.481, -0.240], [-1.411, 0.324, -0.138], [0.503, -0.602, -0.274], [-1.132, 1.580, -0.148], [2.549, 1.794, 0.319], [2.380, 0.731, 0.132], [-2.240, -1.244, 0.800], [-0.226, 2.037, -0.248], [-3.283, -0.015, 0.255], [1.840, -2.229, -0.362], [3.099, -0.037, 0.344]], "lumo_ha": -0.148, "orbital_gap_ev": 9.814, "total_charge": 1, "spin_multiplicity": 1, "e_homo_ev": -13.8}

(6)
{"formula": "C4H8N3", "method": "wB97M-V/def2-TZVPD", "species": ["H", "H", "H", "H", "H", "N", "H", "C", "C", "N", "H", "H", "C", "C", "N"], "positions_angstrom": [[-3.536, 0.949, 0.844], [1.359, 0.587, 1.196], [2.396, -0.524, 0.247], [0.706, -0.893, -1.522], [1.116, 0.839, -1.134], [-1.499, -1.064, -0.284], [-1.269, 2.094, 0.208], [-1.573, 1.117, -0.034], [-2.784, 0.523, 0.257], [-0.789, 0.101, -0.335], [-1.246, -2.025, -0.126], [0.913, -1.279, 1.215], [0.649, -0.004, -0.742], [1.327, -0.368, 0.536], [-2.679, -0.774, 0.137]], "lumo_ha": -0.169, "orbital_gap_ev": 11.211, "total_charge": 1, "spin_multiplicity": 1, "e_homo_ev": -15.8, "smiles": "CC[n+]1ccn[nH]1"}

(7)
{"formula": "C4H8N3O", "method": "wB97M-V/def2-TZVPD", "species": ["C", "C", "N", "N", "H", "O", "N", "H", "H", "H", "H", "H", "H", "C", "C", "H"], "positions_angstrom": [[-0.382, 0.087, 1.554], [-1.062, 0.551, -0.817], [-0.428, 0.924, -1.899], [0.102, 0.036, 0.195], [1.291, -1.564, 0.805], [-2.142, 0.656, -0.356], [2.241, 1.358, 0.026], [-0.814, 1.082, 1.810], [0.597, 0.854, -2.000], [-0.287, -2.098, 0.359], [-1.234, -0.770, 1.576], [0.384, -0.039, 2.230], [0.848, -1.600, -0.997], [1.256, 0.756, 0.139], [0.486, -1.451, 0.073], [-0.857, 1.218, -2.698]], "lumo_ha": -0.136, "orbital_gap_ev": 12.777, "total_charge": 1, "spin_multiplicity": 1, "e_homo_ev": -16.5, "smiles": "C[N+](C)(C#N)C(N)=O"}

(8)
{"formula": "C4H8N3O", "method": "wB97M-V/def2-TZVPD", "species": ["H", "H", "O", "C", "C", "H", "H", "H", "N", "H", "H", "C", "N", "H", "C", "N"], "positions_angstrom": [[-0.832, 1.656, 1.607], [-1.472, 0.824, -2.229], [2.286, 0.260, 0.649], [-0.449, -0.392, 0.609], [1.541, -0.621, 0.373], [2.669, -2.181, -0.278], [0.868, -2.508, 0.045], [-0.681, -1.136, 1.366], [-0.952, 1.684, -0.374], [-1.211, 2.707, -0.585], [-1.194, -1.267, -1.138], [-1.407, 0.710, -1.152], [-1.200, -0.457, -0.559], [0.725, 1.499, 0.921], [-0.369, 1.113, 0.776], [1.679, -1.889, -0.032]], "s2": 2.014, "lumo_ha": [-0.116, -0.267], "orbital_gap_ev": [6.685, 7.146], "total_charge": 1, "spin_multiplicity": 3, "e_homo_ev": [-9.8, -14.4]}

(9)
{"formula": "C4H8N3O5", "method": "wB97M-V/def2-TZVPD", "species": ["O", "N", "C", "O", "H", "C", "C", "N", "O", "O", "H", "H", "H", "H", "H", "H", "C", "H", "N", "O"], "positions_angstrom": [[1.779, 2.728, 1.399], [0.009, 1.285, 1.954], [1.358, 0.819, -0.210], [2.179, 0.395, -0.929], [-1.017, 1.932, -1.574], [-0.643, -1.711, -0.476], [1.399, 1.459, 1.479], [-0.105, 0.788, -0.377], [-1.976, 0.468, 1.276], [-0.093, 1.461, 3.148], [2.124, 0.893, 2.102], [-1.199, -2.562, -0.945], [0.308, -2.091, -0.348], [-0.588, -0.219, -2.160], [-1.011, -1.637, 0.634], [2.027, 2.958, 2.286], [-0.783, -0.314, -1.078], [-1.892, -0.034, -0.961], [-0.821, 0.684, 1.218], [-0.449, 1.984, -0.883]], "lumo_ha": [-0.200, -0.200], "orbital_gap_ev": [8.776, 8.782], "total_charge": 1, "spin_multiplicity": 1, "e_homo_ev": [-14.2, -14.2], "smiles": "CC[N@+]1(O)C(=O)[C@@H](O)[N+](=O)N1[O-]"}

(10)
{"formula": "C4H8N3S", "method": "wB97M-V/def2-TZVPD", "species": ["H", "C", "C", "N", "H", "N", "H", "N", "H", "C", "H", "H", "H", "S", "H", "C"], "positions_angstrom": [[-3.422, 0.387, 1.420], [0.827, 0.735, -0.507], [0.561, -0.678, -0.082], [-0.721, -1.095, 0.157], [0.483, 0.814, -1.606], [-1.153, 1.489, 0.595], [1.380, -2.287, 0.938], [1.538, -1.505, 0.340], [-0.938, -2.036, 0.544], [-1.685, -0.065, -0.109], [0.354, 2.679, 0.618], [-1.424, 0.382, -1.186], [2.467, -0.988, 0.213], [-3.450, -0.200, 0.238], [1.947, 0.853, -0.520], [0.062, 1.723, 0.256]], "lumo_ha": -0.152, "orbital_gap_ev": 9.282, "total_charge": 1, "spin_multiplicity": 1, "e_homo_ev": -13.4, "smiles": "[NH2+]=C1CC=N[C@H](S)N1"}

(11)
{"formula": "C4H8N4", "method": "wB97M-V/def2-TZVPD", "species": ["H", "N", "H", "H", "H", "H", "C", "N", "C", "N", "C", "H", "C", "N", "H", "H"], "positions_angstrom": [[-3.476, -1.376, -0.851], [1.338, -0.841, -0.667], [1.154, -0.813, 1.593], [2.667, 0.821, -0.692], [2.083, -1.423, -1.023], [-1.085, -0.735, -0.553], [-2.656, 0.173, 0.105], [-0.518, 1.115, -0.027], [0.685, 1.445, -0.141], [-3.625, -0.584, 0.091], [1.933, -0.800, 0.705], [1.003, 2.404, 0.416], [1.727, 0.405, -0.234], [-1.270, 0.274, -0.549], [-2.952, 1.049, 1.004], [2.993, -1.115, 0.824]], "lumo_ha": 0.032, "orbital_gap_ev": 9.690, "spin_multiplicity": 1, "e_homo_ev": -8.8, "smiles": "[H]/N=C\\N/N=C\\[C@H]1CN1"}

(12)
{"formula": "C4H8N4", "method": "wB97M-V/def2-TZVPD", "species": ["C", "H", "C", "H", "H", "N", "H", "H", "H", "C", "H", "H", "N", "C", "N", "N"], "positions_angstrom": [[1.156, 0.246, 0.270], [-2.005, -2.008, -0.494], [-2.209, -0.982, -0.473], [-1.031, -0.880, 1.410], [2.719, 0.408, -1.197], [0.260, 1.140, -0.482], [1.010, 0.432, 1.424], [-3.116, -0.588, -0.139], [3.225, 1.086, 0.337], [2.651, 0.343, -0.150], [-1.995, -0.706, -1.522], [3.027, -0.688, 0.178], [-0.801, 1.803, 0.032], [-1.246, -0.310, 0.522], [-1.646, 1.082, 0.555], [0.002, -0.378, -0.270]], "lumo_ha": 0.024, "orbital_gap_ev": 9.923, "spin_multiplicity": 1, "e_homo_ev": -9.3, "smiles": "C[C@@H]1N=NN2[C@H](C)N12"}

(13)
{"formula": "C4H8N4", "method": "wB97M-V/def2-TZVPD", "species": ["H", "H", "H", "C", "C", "C", "H", "N", "N", "H", "N", "H", "N", "C", "H", "H"], "positions_angstrom": [[-2.529, -0.958, -1.044], [-2.736, -2.045, 0.459], [2.637, -1.780, 0.352], [-0.704, -0.989, 0.236], [1.553, -0.211, -0.132], [-1.973, -1.358, -0.166], [-0.174, -1.451, 1.029], [2.451, 0.815, 0.061], [1.729, -1.555, -0.152], [-1.344, 2.948, 0.717], [0.185, 0.029, -0.382], [1.750, 1.661, 0.171], [-0.196, 1.282, -0.102], [-1.398, 1.719, -0.049], [-2.367, 1.074, -0.329], [3.116, 0.817, -0.669]], "lumo_ha": 0.032, "orbital_gap_ev": 9.534, "spin_multiplicity": 1, "e_homo_ev": -8.7}

(14)
{"formula": "C4H8N4", "method": "wB97M-V/def2-TZVPD", "species": ["H", "C", "H", "H", "H", "N", "C", "H", "H", "C", "N", "C", "H", "N", "H", "N"], "positions_angstrom": [[2.271, -1.112, -1.089], [0.797, 0.170, 1.004], [3.624, -0.250, -0.218], [0.190, 0.008, 1.876], [-2.997, -1.227, 0.809], [0.383, 1.310, 0.257], [-0.837, 1.307, -0.120], [-3.022, 1.145, -0.158], [-1.032, 2.432, -0.314], [-2.183, -0.894, 0.271], [-2.065, 0.585, -0.185], [2.622, -0.343, -0.510], [2.344, 0.625, -1.088], [1.789, -0.624, 0.625], [-0.573, -1.410, -1.070], [-1.311, -1.720, -0.092]], "lumo_ha": 0.021, "orbital_gap_ev": 9.395, "spin_multiplicity": 1, "e_homo_ev": -8.8, "smiles": "[H]/N=C\\N/C=N\\C=N/C"}

(15)
{"formula": "C4H8N4", "method": "wB97M-V/def2-TZVPD", "species": ["H", "H", "N", "C", "C", "H", "H", "H", "N", "C", "H", "N", "H", "N", "H", "C"], "positions_angstrom": [[2.962, 0.062, -0.385], [-0.331, 2.571, 0.060], [1.531, -1.402, -0.119], [-0.779, 0.410, -0.516], [-0.791, -0.731, 0.378], [-0.438, -0.259, 1.417], [1.824, 1.275, 1.038], [-0.028, 0.505, -1.481], [-0.058, 1.384, 0.311], [1.881, -0.213, -0.026], [-2.543, 0.421, 0.678], [1.433, 1.238, -0.159], [-0.075, -2.429, -0.412], [0.206, -1.767, 0.196], [-2.678, -0.889, -0.855], [-2.114, -0.175, -0.127]], "lumo_ha": 0.035, "orbital_gap_ev": 9.351, "spin_multiplicity": 1, "e_homo_ev": -8.4, "smiles": "C1=NN[C@@H]2C[C@H]2NN1"}

(16)
{"formula": "C4H8N4O", "method": "wB97M-V/def2-TZVPD", "species": ["N", "C", "C", "H", "C", "C", "H", "N", "H", "H", "H", "O", "N", "H", "H", "N", "H"], "positions_angstrom": [[-0.630, 0.189, -0.018], [-0.689, -0.201, -1.416], [0.745, 0.900, 1.678], [0.603, -2.145, -1.718], [-1.583, 0.362, 0.876], [0.486, -1.084, -1.915], [-2.468, 0.361, 0.319], [0.561, 0.675, 0.338], [1.407, -0.020, 0.082], [-1.610, -0.793, -1.475], [1.816, 0.566, 3.226], [-0.315, 0.827, 2.673], [-1.596, 0.824, 2.115], [0.371, -1.015, -3.051], [1.467, -0.710, -1.813], [2.023, 0.544, 2.135], [-0.586, 0.720, -2.037]], "lumo_ha": 0.016, "orbital_gap_ev": 8.744, "spin_multiplicity": 1, "e_homo_ev": -8.3, "smiles": "[H]/N=C1/NN(CC)C=NO1"}

What are the energy above the lowest of the compared OMol25 structures with the same formula, charge and spin values for these records? In order: 35.8 59.5 163.9 179.8 120.9 91.9 94.2 8.3 104.0 60.4 147.5 115.1 120.9 104.3 203.1 146.5 kcal per mole.